Below is C48H54AsBrN4O2SiZr as an isolated structure, with properties calculated with wB97M-V/def2-TZVPD.

Calculated values
total energy: -7377.4309 a.u.
F_max: 0.610 eV Å⁻¹
Kohn-Sham gap: 7.91 eV
E_LUMO: 0.405 eV

The geometry in ORCA input format:
```
! RIJCOSX wB97M-V def2-TZVPD def2/J DEFGRID3
* xyz 0 1
Zr -0.685 -0.938 -0.362
O 0.560 3.500 -3.398
C -0.795 3.567 -3.315
C -1.443 4.625 -3.941
C -2.823 4.728 -3.867
C -3.565 3.779 -3.179
C -2.916 2.729 -2.548
C -1.536 2.619 -2.601
C -0.802 1.539 -1.842
O -1.630 0.655 -1.182
N 0.072 0.814 -2.765
N 0.453 -0.454 -2.160
C 0.867 -1.292 -3.206
C 1.768 -2.237 -3.186
Br 0.348 -3.555 -0.289
C 2.675 -3.173 -3.285
C 4.069 -2.950 -3.707
C 4.569 -1.663 -3.911
C 5.884 -1.474 -4.297
C 6.724 -2.566 -4.485
C 6.236 -3.848 -4.283
C 4.919 -4.038 -3.894
H 0.835 2.587 -3.186
H -0.849 5.350 -4.483
H -3.321 5.554 -4.360
H -4.644 3.861 -3.127
H -3.464 1.988 -1.980
H -0.138 2.040 -1.122
H -0.487 0.595 -3.595
H 0.309 -1.151 -4.136
H 2.413 -4.191 -2.999
H 3.913 -0.814 -3.760
H 6.261 -0.471 -4.451
H 7.753 -2.415 -4.785
H 6.884 -4.703 -4.426
H 4.539 -5.040 -3.735
C -2.592 -2.102 -3.410
C -3.246 -2.406 -2.099
C -4.487 -2.999 -1.986
C -4.998 -3.218 -0.705
C -4.295 -2.852 0.419
C -3.025 -2.257 0.256
N -2.553 -2.079 -1.004
N -2.157 -1.794 1.187
Si -2.392 -2.183 2.876
C -0.807 -1.909 3.847
C -3.753 -1.102 3.625
C -2.852 -4.006 3.092
H -3.270 -2.276 -4.243
H -1.704 -2.724 -3.541
H -2.275 -1.057 -3.418
H -5.044 -3.275 -2.869
H -5.973 -3.677 -0.592
H -4.710 -3.005 1.403
H -0.220 -1.051 3.515
H -0.174 -2.799 3.795
H -1.051 -1.747 4.901
H -3.519 -0.038 3.549
H -3.873 -1.333 4.687
H -4.717 -1.265 3.141
H -2.448 -4.606 2.272
H -3.926 -4.187 3.144
H -2.416 -4.386 4.019
C 3.312 -1.783 -0.197
C 2.525 -2.046 1.081
C 2.788 -0.913 2.086
C 3.004 -3.358 1.711
C 1.016 -2.016 0.883
H 4.360 -1.579 0.038
H 2.904 -0.932 -0.747
H 3.280 -2.647 -0.858
H 3.840 -0.917 2.381
H 2.184 -1.036 2.989
H 2.571 0.058 1.643
H 4.079 -3.318 1.902
H 2.811 -4.204 1.050
H 2.495 -3.542 2.661
H 0.550 -2.305 1.826
C -3.798 4.267 0.535
C -3.989 2.956 0.952
C -2.895 2.144 1.205
C -1.604 2.651 1.075
C -1.415 3.955 0.638
C -2.514 4.759 0.365
As -0.150 1.432 1.456
C -0.088 1.522 3.408
C 1.103 1.313 4.097
C 1.114 1.271 5.484
C -0.065 1.432 6.198
C -1.253 1.652 5.519
C -1.264 1.697 4.132
C 1.443 2.454 1.004
C 2.264 2.014 -0.030
C 3.398 2.737 -0.376
C 3.717 3.899 0.307
C 2.903 4.341 1.342
C 1.771 3.622 1.692
H -4.652 4.896 0.319
H -4.990 2.556 1.058
H -3.046 1.101 1.468
H -0.418 4.349 0.493
H -2.362 5.769 0.007
H 2.032 1.187 3.557
H 2.049 1.109 6.006
H -0.055 1.394 7.279
H -2.178 1.788 6.065
H -2.199 1.878 3.618
H 2.027 1.104 -0.571
H 4.031 2.384 -1.181
H 4.601 4.462 0.036
H 3.150 5.250 1.877
H 1.142 3.969 2.502
*
```

Here are the Mulliken charges for atoms 1 to 99, given in e:
1 Zr 0.061
2 O -0.774
3 C 0.455
4 C -0.646
5 C -0.485
6 C -1.028
7 C -0.498
8 C 0.271
9 C 1.202
10 O -0.297
11 N -0.743
12 N 0.951
13 C -0.004
14 C -1.095
15 Br -0.245
16 C -1.276
17 C 1.012
18 C -0.222
19 C -0.701
20 C -0.410
21 C -0.539
22 C -0.426
23 H 0.330
24 H 0.479
25 H 0.381
26 H 0.464
27 H 0.430
28 H -0.466
29 H 0.315
30 H 0.460
31 H 0.249
32 H 0.352
33 H 0.384
34 H 0.368
35 H 0.375
36 H 0.373
37 C -0.910
38 C 0.428
39 C -0.954
40 C -0.695
41 C -0.921
42 C 0.931
43 N 0.508
44 N 0.854
45 Si 0.099
46 C -0.695
47 C -1.069
48 C -1.329
49 H 0.478
50 H 0.194
51 H -0.072
52 H 0.445
53 H 0.434
54 H 0.308
55 H -0.167
56 H 0.387
57 H 0.433
58 H 0.232
59 H 0.443
60 H 0.346
61 H 0.339
62 H 0.366
63 H 0.450
64 C -1.593
65 C 3.075
66 C -1.962
67 C -2.172
68 C -0.700
69 H 0.468
70 H -0.090
71 H 0.345
72 H 0.678
73 H 0.503
74 H -0.109
75 H 0.494
76 H 0.365
77 H 0.397
78 H 0.244
79 C -0.777
80 C -1.035
81 C -0.100
82 C 0.729
83 C -0.979
84 C -0.582
85 As 2.611
86 C 0.155
87 C -0.240
88 C -0.806
89 C -0.705
90 C -0.614
91 C -0.419
92 C 0.273
93 C 0.067
94 C -1.087
95 C -0.790
96 C -0.780
97 C -0.859
98 H 0.402
99 H 0.426